Record 1
41
Properties=species:S:1:pos:R:3 method="wB97M-V/def2-TZVPD" charge=+1 e_homo_ev=-11.7 lumo_ev=-6.4970
Pt 0.53 -0.38 0.14
F 0.25 -1.28 -6.79
C -0.04 -0.92 -5.57
C 0.63 -1.52 -4.50
F 1.54 -2.45 -4.75
C 0.33 -1.15 -3.22
F 0.97 -1.74 -2.21
C -0.64 -0.16 -2.94
S -1.09 0.35 -1.38
C -1.29 0.44 -4.05
F -2.20 1.36 -3.84
C -1.00 0.06 -5.34
F -1.62 0.62 -6.37
C -2.34 -1.08 1.90
Si -0.50 -1.23 2.11
C 0.12 -3.00 2.06
C 0.10 -0.28 3.59
C -0.27 -0.63 4.90
C 0.16 0.13 5.97
C 0.94 1.25 5.76
C 1.30 1.61 4.47
C 0.89 0.85 3.38
Si 1.29 1.33 1.63
C 3.13 1.33 1.25
C 0.44 2.92 1.15
H -2.83 -1.43 2.82
H -2.73 -1.68 1.08
H -2.65 -0.04 1.76
H -0.25 -3.48 2.97
H 1.21 -3.07 2.08
H -0.27 -3.56 1.21
H -0.89 -1.50 5.08
H -0.13 -0.15 6.98
H 1.27 1.85 6.60
H 1.91 2.50 4.32
H 3.58 2.05 1.94
H 3.36 1.65 0.24
H 3.60 0.37 1.45
H 0.74 3.69 1.86
H -0.65 2.82 1.23
H 0.71 3.26 0.15

***

Record 2
36
Properties=species:S:1:pos:R:3 method="wB97M-V/def2-TZVPD" charge=0 smiles="O=C(NCCCO)c1ccc2[nH]c3ccccc3c2c1" e_homo_ev=-8.1 lumo_ev=0.6507
O 2.54 0.72 -0.71
C 1.50 0.50 -1.31
N 1.28 0.95 -2.57
C 2.23 1.79 -3.26
C 1.74 3.24 -3.36
C 2.82 4.18 -3.91
O 3.16 3.91 -5.25
C 0.38 -0.28 -0.71
C -0.50 -1.04 -1.48
C -1.52 -1.77 -0.90
C -1.66 -1.72 0.48
N -2.57 -2.33 1.29
C -2.31 -2.00 2.60
C -2.96 -2.39 3.76
C -2.48 -1.91 4.96
C -1.37 -1.06 5.01
C -0.72 -0.67 3.86
C -1.18 -1.14 2.64
C -0.77 -0.96 1.28
C 0.26 -0.25 0.68
H 0.36 0.87 -2.97
H 3.15 1.74 -2.68
H 2.41 1.38 -4.26
H 0.86 3.29 -4.00
H 1.47 3.59 -2.36
H 2.45 5.20 -3.91
H 3.71 4.13 -3.27
H 3.58 3.05 -5.30
H -0.37 -1.10 -2.55
H -2.19 -2.37 -1.50
H -3.31 -2.94 0.99
H -3.82 -3.05 3.73
H -2.97 -2.19 5.88
H -1.03 -0.70 5.97
H 0.14 -0.02 3.90
H 0.96 0.33 1.26

***

Record 3
37
Properties=species:S:1:pos:R:3 method="wB97M-V/def2-TZVPD" charge=0 e_homo_ev=-7.3 lumo_ev=-0.1959
C 1.44 0.43 5.37
C 1.46 -0.84 4.76
C 1.06 -1.01 3.42
C 0.62 0.09 2.67
N 0.18 -0.09 1.32
C -0.01 0.91 0.60
O -0.09 2.03 0.17
C 0.64 1.36 3.27
C 1.03 1.53 4.60
H 1.75 0.56 6.41
H 1.80 -1.70 5.36
H 1.08 -2.01 2.98
H 0.32 2.22 2.69
H 1.02 2.52 5.05
C -4.57 -0.82 -0.15
C -3.19 -1.41 -0.33
O -2.46 -0.45 -1.14
C -1.14 -0.75 -1.42
C -0.41 0.40 -1.87
N 0.63 0.29 -2.81
C 1.37 -0.88 -2.94
C 2.54 -0.86 -3.68
C 3.03 0.33 -4.23
C 2.23 1.48 -4.15
C 1.01 1.44 -3.50
O -0.68 -1.88 -1.20
H -5.16 -1.41 0.57
H -4.53 0.22 0.23
H -5.12 -0.79 -1.10
H -2.65 -1.53 0.61
H -3.25 -2.36 -0.87
H -0.94 1.36 -1.92
H 1.01 -1.73 -2.37
H 3.09 -1.79 -3.78
H 4.00 0.39 -4.70
H 2.53 2.43 -4.58
H 0.36 2.30 -3.33

***

Record 4
40
Properties=species:S:1:pos:R:3 method="wB97M-V/def2-TZVPD" charge=0 e_homo_ev=-9.1 lumo_ev=-0.2373
C 2.17 -3.51 1.66
C 2.35 -2.12 2.08
O 1.18 -1.31 1.96
C 0.46 -0.90 0.70
C 1.22 -1.02 -0.55
C 0.63 -0.44 -1.69
C 1.39 -0.82 -2.95
N 1.30 -0.43 -4.05
N 0.84 1.06 -3.89
C 0.86 2.04 -5.08
O 1.54 1.46 -6.09
O 0.57 3.25 -4.80
C 0.55 4.15 -5.77
C -0.69 -0.10 -1.61
C -1.22 0.13 -0.38
C -0.59 -0.22 0.87
O -0.85 -0.13 2.09
C -2.29 -0.32 2.29
O -3.37 -0.52 1.60
C -2.47 0.06 3.87
C -1.76 0.41 4.76
C -2.36 0.74 5.97
C -3.82 0.45 5.66
O -3.77 0.10 4.33
H 1.58 -3.80 2.37
H 3.10 -4.14 1.66
H 1.93 -3.65 0.52
H 3.16 -1.78 1.42
H 2.65 -2.15 2.93
H 2.32 -1.77 -0.56
H 1.68 -1.81 -3.12
H 0.36 1.60 -3.17
H -0.04 3.64 -6.65
H 0.08 4.95 -5.48
H 1.60 4.18 -6.14
H -1.07 0.25 -2.40
H -1.94 0.76 -0.25
H -0.67 0.59 4.62
H -1.98 0.96 6.98
H -4.64 0.14 6.28

***

Record 5
39
Properties=species:S:1:pos:R:3 method="wB97M-V/def2-TZVPD" charge=+3 e_homo_ev="-18.4 / -18.4" lumo_ev="-13.3064 / -13.2495"
V -0.03 0.32 0.33
C -1.56 -3.43 -1.06
C -1.19 -2.04 -0.79
N -0.51 -1.57 0.21
O 0.01 -2.26 1.25
C -1.58 -0.88 -1.69
C -2.41 -0.93 -2.90
N -1.03 0.13 -1.14
O -0.72 1.36 -1.02
H -0.99 -4.14 -0.45
H -1.41 -3.68 -2.11
H -2.62 -3.60 -0.86
H -0.06 -3.23 1.16
H -3.37 -1.41 -2.68
H -1.92 -1.52 -3.68
H -2.60 0.07 -3.30
C -3.58 3.33 3.53
C -2.37 4.02 3.59
C -1.24 3.50 3.01
C -1.33 2.25 2.35
C -2.55 1.55 2.29
C -3.67 2.09 2.87
N -0.24 1.69 1.74
N 0.95 2.06 1.80
C 2.04 1.58 1.10
C 3.31 2.09 1.38
C 4.40 1.59 0.68
C 4.25 0.58 -0.29
C 2.99 0.08 -0.60
C 1.92 0.56 0.12
H -4.46 3.75 3.99
H -2.31 4.98 4.09
H -0.29 4.02 3.05
H -2.59 0.57 1.82
H -4.61 1.57 2.85
H 3.43 2.88 2.11
H 5.38 1.99 0.87
H 5.12 0.19 -0.80
H 2.88 -0.67 -1.38

***

Record 6
47
Properties=species:S:1:pos:R:3 method="wB97M-V/def2-TZVPD" charge=-1 e_homo_ev="-4.6 / -5.5" s2=3.80 multiplicity=4 lumo_ev="1.6474 / 1.0804"
V 1.22 0.12 -0.25
C 0.43 2.72 4.29
C -0.69 2.73 3.27
O -0.48 1.65 2.34
P -0.20 1.88 0.79
S 2.70 1.80 0.55
S 1.27 3.35 0.59
O -1.56 2.60 0.33
C -1.80 2.72 -1.10
C -2.78 3.84 -1.33
H 0.27 3.51 5.02
H 1.38 2.89 3.79
H 0.47 1.76 4.80
H -0.73 3.68 2.73
H -1.66 2.56 3.74
H -2.20 1.76 -1.46
H -0.85 2.91 -1.62
H -3.71 3.65 -0.79
H -3.00 3.92 -2.39
H -2.36 4.79 -0.99
O -4.26 -4.01 -2.01
C -3.83 -3.07 -2.69
O -4.21 -2.58 -3.77
C -2.58 -2.37 -2.08
C -2.06 -2.78 -0.86
C -0.97 -2.14 -0.33
N -0.36 -1.12 -0.96
C -0.85 -0.73 -2.15
C -1.95 -1.32 -2.73
C -0.10 0.43 -2.76
O -0.45 0.95 -3.80
O 0.91 0.81 -2.03
H -2.55 -3.61 -0.35
H -0.54 -2.42 0.63
H -2.32 -0.97 -3.69
Se 1.38 -1.73 3.10
N 2.73 -2.90 2.85
C 3.16 -2.76 1.59
C 4.20 -3.42 0.93
C 4.48 -3.08 -0.38
C 3.76 -2.09 -1.04
N 2.75 -1.44 -0.45
C 2.46 -1.79 0.81
N 1.46 -1.13 1.39
H 4.78 -4.18 1.45
H 5.28 -3.57 -0.92
H 3.98 -1.81 -2.06

***

Record 7
48
Properties=species:S:1:pos:R:3 method="wB97M-V/def2-TZVPD" charge=0 e_homo_ev=-7.6 lumo_ev=0.0743
Al 0.17 -0.15 -0.38
C 2.27 1.91 -0.91
N 2.09 0.48 -0.56
C 2.94 0.12 0.56
C 2.43 -0.29 -1.78
C 1.38 -0.07 -2.87
N 0.08 0.14 -2.22
C -1.00 0.52 -2.95
C -2.17 0.83 -2.25
F -2.12 0.69 -0.91
C -3.32 1.27 -2.83
F -4.33 1.61 -2.01
C -3.43 1.41 -4.20
C -2.30 1.09 -4.93
F -2.34 1.13 -6.26
C -1.13 0.64 -4.35
F -0.11 0.34 -5.16
H 3.20 2.04 -1.45
H 2.26 2.51 -0.02
H 1.45 2.25 -1.54
H 4.00 0.31 0.33
H 2.80 -0.94 0.81
H 2.65 0.74 1.41
H 2.47 -1.34 -1.52
H 3.41 0.01 -2.14
H 1.40 -0.96 -3.52
H 1.64 0.78 -3.49
H -4.36 1.74 -4.68
C 0.34 -1.94 4.60
S 1.11 -2.57 3.06
C -0.31 -3.16 2.23
C -0.49 -3.08 0.90
S 0.56 -2.41 -0.32
S -1.93 -3.85 0.30
C -2.61 -4.35 1.79
S -4.05 -5.15 1.95
S -1.61 -3.94 3.13
H 1.12 -1.40 5.12
H -0.05 -2.75 5.21
H -0.47 -1.23 4.36
C -0.12 2.65 4.42
O -0.44 1.46 3.66
C -0.32 1.47 2.34
S 0.15 2.78 1.45
S -0.79 -0.07 1.70
H -0.44 2.42 5.44
H -0.65 3.51 4.03
H 0.96 2.83 4.40

***

Record 8
47
Properties=species:S:1:pos:R:3 method="wB97M-V/def2-TZVPD" charge=+2 e_homo_ev="-15.0 / -14.9" s2=1.10 multiplicity=2 lumo_ev="-9.4629 / -9.7526"
Ir 0.31 0.05 -1.19
N 2.21 2.87 1.74
C 1.72 1.80 1.14
S 2.55 1.21 -0.31
N 0.71 1.15 1.66
N 0.17 0.13 1.05
C -0.56 -0.76 1.69
C -0.82 -0.65 3.12
C 0.24 -0.29 3.97
C 0.04 -0.16 5.33
C -1.23 -0.37 5.87
C -2.30 -0.70 5.03
C -2.10 -0.84 3.67
C -0.92 -1.93 0.90
C -1.73 -2.98 1.34
C -1.94 -4.07 0.50
C -1.28 -4.13 -0.71
C -0.44 -3.07 -1.07
N -0.31 -2.01 -0.30
H 3.04 3.33 1.40
H 1.77 3.22 2.58
H 1.23 -0.18 3.57
H 0.87 0.08 5.98
H -1.39 -0.27 6.93
H -3.29 -0.80 5.45
H -2.95 -1.01 3.02
H -2.18 -2.96 2.32
H -2.60 -4.87 0.81
H -1.39 -4.97 -1.38
H 0.11 -3.09 -2.00
F 0.87 -1.06 -3.06
As -0.84 -0.76 -4.05
F 0.18 -0.19 -5.30
F -0.69 0.90 -3.24
F -2.30 -0.40 -4.77
F -1.63 -1.10 -2.45
F -0.75 -2.41 -4.40
C 3.01 3.07 -3.26
C 1.57 2.84 -2.96
C 0.61 3.33 -3.98
O 1.17 2.29 -1.93
H 3.17 3.27 -4.31
H 3.62 2.23 -2.93
H 3.33 3.95 -2.70
H 0.95 4.28 -4.40
H -0.40 3.42 -3.60
H 0.60 2.60 -4.79

***

Record 9
43
Properties=species:S:1:pos:R:3 method="wB97M-V/def2-TZVPD" charge=0 e_homo_ev="-7.1 / -7.2" s2=0.76 multiplicity=2 lumo_ev="-0.7457 / -0.7234"
Ru 0.76 -0.15 1.46
Se 2.32 -1.94 2.24
Se 3.73 -0.52 3.34
Te 2.04 1.44 3.13
Se -0.11 0.41 3.59
C 4.12 0.00 -3.04
N 2.90 -0.37 -2.34
C 1.97 -1.31 -2.95
C 2.63 0.06 -1.10
C 3.57 1.05 -0.47
O 1.61 -0.35 -0.53
H 4.17 -0.57 -3.96
H 5.00 -0.23 -2.45
H 4.12 1.06 -3.29
H 2.15 -1.33 -4.03
H 0.94 -0.99 -2.77
H 2.09 -2.32 -2.55
H 3.73 1.89 -1.14
H 4.53 0.58 -0.27
H 3.14 1.38 0.47
Br -3.69 -2.72 -1.31
C -3.74 -2.43 0.56
C -4.98 -2.45 1.19
C -5.07 -2.23 2.55
C -3.92 -1.99 3.29
C -2.68 -1.98 2.67
C -2.59 -2.18 1.30
I -0.69 -2.16 0.43
H -5.86 -2.63 0.59
H -6.04 -2.24 3.03
H -3.99 -1.82 4.36
H -1.78 -1.82 3.25
F -1.93 4.41 -1.88
C -1.39 3.43 -1.11
C -0.25 3.69 -0.39
C 0.30 2.67 0.38
C -0.26 1.39 0.47
C -1.43 1.20 -0.29
C -2.00 2.20 -1.07
H 0.21 4.68 -0.43
H 1.19 2.91 0.94
H -1.94 0.25 -0.27
H -2.90 2.02 -1.64

***

Record 10
40
Properties=species:S:1:pos:R:3 method="wB97M-V/def2-TZVPD" charge=0 smiles="CCCn1cc(NC(=O)[C@H]2CC(c3cccc(Br)c3)=NO2)cn1" e_homo_ev=-8.5 lumo_ev=0.2639
C -5.25 -3.27 -1.25
C -6.63 -2.62 -1.14
C -6.76 -1.75 0.11
N -5.90 -0.60 0.05
C -4.66 -0.48 0.57
C -4.21 0.78 0.20
N -2.99 1.39 0.50
C -1.98 0.82 1.17
O -1.97 -0.31 1.62
C -0.78 1.77 1.37
C 0.55 1.01 1.36
C 1.15 1.56 0.09
C 2.42 1.14 -0.48
C 2.89 1.73 -1.66
C 4.09 1.34 -2.20
C 4.86 0.35 -1.59
C 4.38 -0.23 -0.42
Br 5.42 -1.58 0.43
C 3.18 0.15 0.14
N 0.43 2.47 -0.45
O -0.70 2.70 0.27
C -5.26 1.33 -0.54
N -6.27 0.48 -0.62
H -5.19 -3.88 -2.15
H -5.06 -3.90 -0.39
H -4.47 -2.51 -1.30
H -7.40 -3.39 -1.11
H -6.81 -1.99 -2.02
H -7.79 -1.38 0.19
H -6.51 -2.32 1.00
H -4.19 -1.24 1.14
H -2.85 2.32 0.13
H -0.95 2.35 2.28
H 1.18 1.23 2.22
H 0.37 -0.07 1.31
H 2.29 2.50 -2.12
H 4.45 1.80 -3.11
H 5.80 0.04 -2.01
H 2.84 -0.32 1.05
H -5.32 2.30 -1.01

***

Record 11
54
Properties=species:S:1:pos:R:3 method="wB97M-V/def2-TZVPD" charge=-1 e_homo_ev="-3.0 / -3.2" s2=0.78 multiplicity=2 lumo_ev="1.4141 / 1.3010"
Ti 0.66 0.84 -0.18
Se -0.44 2.69 2.79
Se -0.07 2.98 4.95
Te 3.18 3.30 2.94
Se 1.45 2.53 1.39
C -1.52 -0.55 3.80
N -2.30 0.16 2.80
C -3.51 -0.55 2.44
C -1.55 0.69 1.74
N -0.50 0.09 1.20
N -2.32 1.60 0.97
C -1.81 2.52 0.10
N -2.58 3.64 -0.09
N -0.74 2.27 -0.58
H -2.14 -0.65 4.69
H -0.65 0.04 4.07
H -1.22 -1.56 3.47
H -4.14 -0.63 3.33
H -3.30 -1.57 2.08
H -4.06 -0.02 1.67
H -0.21 -0.72 1.74
H -3.12 1.92 1.50
H -3.12 3.97 0.70
H -2.15 4.38 -0.62
H -0.51 3.00 -1.26
I 4.62 -2.07 -0.90
C 2.69 -2.22 -1.72
C 2.37 -3.17 -2.67
C 1.09 -3.25 -3.18
I 0.69 -4.76 -4.61
C 0.06 -2.39 -2.76
C -1.28 -2.41 -3.18
C -2.17 -1.50 -2.62
C -1.73 -0.57 -1.70
N -0.45 -0.49 -1.30
C 0.42 -1.40 -1.80
C 1.73 -1.31 -1.27
O 1.96 -0.39 -0.39
H 3.14 -3.85 -3.01
H -1.62 -3.13 -3.90
H -3.20 -1.51 -2.92
H -2.42 0.15 -1.27
Cl 2.51 -3.11 2.74
C 3.37 -1.57 2.86
Cl 2.32 -0.24 2.36
H 4.22 -1.61 2.18
H 3.67 -1.41 3.89
F 1.80 2.09 -4.55
C 1.81 1.42 -3.39
F 0.50 1.32 -3.01
F 2.22 0.17 -3.65
C 2.64 2.13 -2.23
O 3.70 2.63 -2.52
O 2.00 2.09 -1.15